{"formula": "C12H25Br2NaO10", "method": "ωB97M-V with the def2-TZVPD basis set", "elements": ["Na", "C", "O", "H", "H", "H", "Br", "C", "C", "Br", "H", "H", "H", "H", "C", "O", "C", "O", "O", "C", "H", "H", "H", "H", "H", "H", "C", "O", "C", "O", "O", "C", "H", "H", "H", "H", "H", "H", "C", "O", "C", "O", "O", "C", "H", "H", "H", "H", "H", "H"], "positions_angstrom": [[1.2014, 0.3554, -0.1064], [3.2593, 5.1667, 1.3553], [2.7865, 3.9844, 0.7472], [2.6648, 5.5545, 2.1824], [4.2857, 5.2968, 1.6983], [3.1534, 5.9455, 0.6001], [2.4715, -0.8005, 4.0406], [1.9940, 0.5650, 5.3291], [2.6369, 0.5433, 6.7849], [2.8992, 2.4346, 7.2846], [0.9207, 0.3754, 5.3164], [2.2434, 1.5250, 4.8772], [3.6212, 0.0751, 6.7757], [1.9667, 0.0966, 7.5192], [-1.9402, 2.6591, -4.5264], [-1.7631, 1.5248, -5.3504], [-1.2474, 0.3785, -4.9323], [-0.9566, 0.0316, -3.7947], [-1.4542, -0.5241, -5.9925], [-1.2446, -1.9483, -5.8943], [-1.8444, 2.3243, -3.4935], [-2.9277, 3.0839, -4.7068], [-1.1451, 3.3917, -4.6650], [-2.0752, -2.4500, -5.3977], [-0.3525, -2.1860, -5.3148], [-1.1402, -2.2703, -6.9304], [3.1965, -6.1538, -3.4493], [2.8113, -4.9215, -2.8960], [2.4949, -4.8413, -1.5418], [2.0155, -3.7951, -1.0445], [2.7891, -6.0323, -0.8824], [2.3161, -6.2853, 0.4338], [2.4085, -6.8043, -3.0700], [4.1721, -6.6024, -3.2621], [3.0719, -5.9494, -4.5127], [2.7715, -5.6695, 1.2093], [2.6888, -7.2879, 0.6436], [1.2281, -6.2553, 0.4933], [-2.6878, 3.3093, 3.4863], [-3.7842, 3.1548, 2.5312], [-3.7189, 2.1891, 1.5875], [-2.7133, 1.5271, 1.2861], [-4.8646, 2.2149, 0.7972], [-6.0024, 3.1024, 0.8756], [-2.6785, 2.5244, 4.2425], [-2.8256, 4.1437, 4.1740], [-1.7688, 3.3896, 2.9057], [-5.7495, 4.0903, 1.2604], [-6.8222, 2.7142, 1.4800], [-6.3620, 3.1051, -0.1534]], "forces_ev_per_a": [[0.160, 0.545, 0.155], [-1.331, -0.655, -1.517], [0.650, 0.164, 0.935], [-0.505, -0.133, 0.645], [0.752, -0.801, 0.103], [0.102, 0.767, -0.324], [0.669, -0.391, 0.055], [-0.104, 0.359, 0.969], [-0.461, 0.159, -1.617], [-0.083, -0.617, 0.099], [0.093, 0.668, 0.588], [-0.168, -0.290, -0.160], [-0.197, 0.086, 0.090], [0.235, 0.043, -0.125], [0.582, -0.232, 1.460], [0.565, -0.329, -1.265], [-2.086, -2.834, 0.612], [0.388, 0.981, -1.699], [0.552, 1.524, 0.876], [0.402, 0.666, 0.600], [-0.305, 0.155, 0.161], [0.197, -0.145, -0.153], [-0.110, -0.020, -0.424], [-0.206, 0.209, -0.141], [0.131, 0.112, -0.134], [-0.035, -0.072, 0.224], [-1.491, -0.913, -0.582], [0.186, 1.705, 3.398], [-0.553, 1.571, 0.569], [1.638, -3.847, -1.521], [-0.324, 2.034, -1.681], [0.203, -0.315, 0.555], [0.361, -0.845, -0.656], [0.147, 0.685, 0.484], [0.127, -0.479, -0.012], [-0.100, 0.506, -0.344], [-0.318, -0.081, -0.107], [0.100, 0.098, -0.064], [0.070, -0.487, -0.159], [-0.220, -0.472, 0.671], [1.121, 0.888, -1.556], [-3.096, 1.295, 1.099], [1.647, -0.947, 0.920], [0.331, -0.102, 0.179], [0.135, -0.787, -0.693], [-0.494, 0.676, -1.007], [0.055, -0.077, 0.415], [0.173, -0.062, -0.277], [0.314, -0.361, 0.260], [0.105, 0.398, 0.099]], "e_above_lowest_kj_mol": 41.10, "largest_force_ev_per_a": 4.4, "homo_energy_ha": -0.173}

{"formula": "C12H25BrCaCl3FIN2NaO10V", "method": "ωB97M-V with the def2-TZVPD basis set", "elements": ["C", "C", "I", "C", "C", "C", "N", "C", "C", "C", "C", "O", "O", "O", "H", "H", "H", "H", "H", "H", "H", "H", "H", "H", "H", "H", "H", "H", "H", "H", "H", "Br", "O", "Cl", "O", "O", "O", "O", "V", "O", "C", "C", "O", "N", "C", "H", "H", "H", "H", "H", "H", "H", "H", "Cl", "Na", "F", "Ca", "Cl"], "positions_angstrom": [[1.0618, 0.6368, -2.1949], [1.0597, 1.8557, -1.2415], [1.8928, 3.6976, -2.5321], [-0.3629, 2.0561, -0.7384], [-0.5274, 2.7452, 0.6270], [0.4346, 3.8959, 0.8995], [1.7331, 3.4889, 1.5212], [1.4319, 2.6189, 2.7016], [0.6753, 1.3844, 2.1170], [0.4838, 0.2802, 3.1709], [0.1592, -1.0615, 2.5583], [-0.0710, -1.9990, 3.2559], [0.1459, -1.1809, 1.1805], [-0.6085, 1.7995, 1.6691], [0.0158, 0.4045, -2.4368], [1.4678, -0.2509, -1.7128], [1.6451, 0.8523, -3.1126], [1.7589, 1.5734, -0.4661], [-0.9788, 2.5860, -1.5187], [-0.7850, 1.0533, -0.6345], [-1.5203, 3.1977, 0.6406], [0.5857, 4.5154, 0.0189], [-0.0458, 4.5410, 1.6343], [2.1989, 4.3372, 1.8454], [2.3880, 2.9887, 0.9128], [0.8013, 3.1647, 3.4011], [2.3957, 2.3299, 3.1506], [1.2705, 0.9610, 1.2258], [1.4094, 0.1080, 3.7447], [-0.2908, 0.5821, 3.8791], [1.0392, -1.4380, 0.9069], [3.0394, 0.4122, 2.2252], [-5.1289, 1.9939, 2.8028], [-3.5920, 1.8692, 2.6356], [-3.2470, 2.5447, 1.4145], [-3.3165, 0.4512, 2.5428], [-2.9145, 2.4627, 3.7145], [0.4252, -4.1567, 0.3333], [-0.7881, -4.7621, 1.3534], [-2.1707, -5.3775, 1.9392], [0.2594, -3.9874, -5.1739], [-0.4882, -3.1282, -4.2993], [-1.4614, -2.4486, -4.4474], [-0.0370, -3.2027, -2.8329], [1.3744, -3.4303, -2.4536], [-0.0130, -3.8435, -6.2147], [1.3390, -3.9210, -5.0645], [-0.1330, -5.0282, -4.6763], [-0.6100, -3.9846, -2.4260], [-0.4109, -2.3425, -2.4358], [1.6551, -4.4378, -2.7424], [1.3774, -3.3297, -1.3661], [2.0409, -2.7024, -2.9164], [-0.9148, -5.9362, -3.2132], [-5.1254, -0.1400, 1.3778], [3.4947, 0.7740, 4.2868], [-0.1511, 2.2545, -3.7322], [-5.3668, 1.6730, 4.8961]], "forces_ev_per_a": [[-0.011, 0.562, 0.498], [-1.223, -2.562, 0.226], [1.148, 1.836, -0.516], [0.922, -0.462, 0.294], [-0.684, 0.085, -0.471], [-0.432, 0.329, 0.079], [-0.357, 0.538, 0.447], [-0.034, -0.931, 0.044], [-0.232, 0.128, -0.031], [-0.260, 0.629, -0.314], [-0.179, -0.103, 0.492], [-0.268, -0.534, -0.133], [0.138, 0.566, 0.019], [0.346, 0.321, -0.027], [-0.062, -0.632, -0.159], [-0.007, -0.007, -0.271], [0.172, -0.386, -0.153], [0.536, 0.782, 0.040], [-0.094, 0.147, 0.262], [-0.453, 0.164, 0.142], [0.243, 0.119, -0.174], [0.257, -0.204, -0.129], [0.143, -0.038, 0.183], [0.184, -0.062, -0.111], [-0.125, 0.011, -0.126], [-0.052, 0.117, -0.092], [-0.826, 0.576, 0.207], [-1.625, 0.919, 1.313], [-0.877, 0.239, 0.184], [-0.191, -0.175, -0.115], [-0.104, -0.418, -0.042], [5.010, -1.707, 0.010], [1.626, -0.186, -1.068], [0.072, 1.000, 0.192], [-0.935, -0.434, -0.296], [-0.111, -0.083, -0.260], [-0.014, -0.071, 0.151], [-0.797, 0.084, -0.579], [1.426, 0.427, 1.274], [-0.571, 0.057, -0.712], [-0.195, -0.874, -0.225], [0.139, 0.331, 0.595], [0.080, 0.252, -0.192], [-0.348, 0.561, -0.016], [0.121, 0.217, 0.230], [-0.205, -0.137, 0.042], [-0.017, -0.097, 0.253], [0.656, 1.107, -0.818], [0.184, -0.620, -0.380], [0.130, -0.021, 0.166], [-0.085, -0.060, 0.091], [0.219, -0.349, -0.021], [-0.166, 0.041, -0.180], [-0.362, -0.428, 0.643], [-0.283, -0.075, 0.276], [-0.530, -0.140, -1.542], [-0.314, 0.020, -0.275], [-0.721, -0.369, 1.074]], "largest_force_ev_per_a": 5.3, "charge": 1, "homo_energy_ha": -0.310}

{"formula": "C12H25BrInO8", "method": "ωB97M-V with the def2-TZVPD basis set", "elements": ["C", "C", "O", "O", "C", "C", "In", "Br", "H", "H", "H", "H", "H", "H", "H", "H", "H", "C", "C", "O", "C", "O", "O", "C", "H", "H", "H", "H", "H", "H", "H", "H", "C", "C", "O", "C", "O", "O", "C", "H", "H", "H", "H", "H", "H", "H", "H"], "positions_angstrom": [[2.2748, -4.8498, 3.9503], [1.4147, -3.6016, 3.3255], [1.7298, -3.2320, 2.0577], [0.3788, -2.8147, 4.0118], [-0.6086, -3.6614, 4.6985], [-1.8292, -4.2163, 3.7555], [-1.5304, -6.4456, 3.2678], [-2.9088, -8.0634, 4.8073], [1.8853, -5.2618, 4.9740], [2.3314, -5.6816, 3.0962], [3.4082, -4.5138, 4.1153], [-0.1649, -4.5766, 5.2771], [-1.1175, -2.9689, 5.5263], [-2.0663, -3.5649, 2.8110], [-2.8148, -4.1918, 4.4272], [0.2318, -6.8339, 3.5292], [-1.8504, -6.7675, 1.5110], [2.4188, 0.8725, -3.2960], [2.5869, 1.8866, -2.1774], [1.6442, 1.6506, -1.1243], [1.9380, 0.6192, -0.2936], [2.9189, -0.1032, -0.3629], [0.9340, 0.5107, 0.6128], [1.0687, -0.6051, 1.4904], [1.3822, 0.8564, -3.6485], [3.0770, 1.1100, -4.1357], [2.6523, -0.1402, -2.9530], [2.3821, 2.8897, -2.5663], [3.6111, 1.8946, -1.7872], [2.0450, -0.6070, 1.9855], [0.9148, -1.5350, 0.9346], [0.2941, -0.5285, 2.2585], [-3.8674, 5.4733, -4.4657], [-2.6887, 4.6849, -5.0108], [-1.4721, 5.0591, -4.3527], [-1.2961, 4.5475, -3.1087], [-2.0666, 3.8068, -2.5200], [-0.1250, 5.0271, -2.6190], [0.1348, 4.6443, -1.2702], [-3.6685, 6.5488, -4.5182], [-4.7762, 5.2510, -5.0307], [-4.0514, 5.2366, -3.4131], [-2.5587, 4.9188, -6.0728], [-2.8540, 3.6040, -4.9362], [0.0737, 3.5585, -1.1453], [-0.5654, 5.1510, -0.5992], [1.1497, 4.9628, -1.0163]], "forces_ev_per_a": [[0.502, 0.138, -0.205], [1.063, 1.994, -5.732], [-1.886, -2.322, 8.195], [2.236, -3.503, -1.177], [-2.478, -0.128, 1.471], [-0.741, 0.501, 0.825], [0.695, 0.536, -0.945], [0.055, 0.253, -0.076], [0.566, 0.748, -2.256], [-0.502, 1.902, 2.133], [-2.581, -0.267, -0.418], [-0.332, 1.848, -1.208], [1.466, -1.207, -1.744], [0.737, -1.043, 1.848], [2.065, 0.146, -1.316], [-0.601, 0.047, 0.188], [-0.177, -0.006, 0.608], [-0.082, -0.342, 0.057], [0.283, -0.068, -0.450], [0.213, -0.293, 0.526], [-0.074, -0.813, 0.451], [-1.194, 1.187, -0.013], [1.044, 0.860, -1.225], [-0.128, -0.699, 0.388], [0.138, 0.158, 0.001], [-0.061, 0.042, 0.067], [0.071, 0.212, 0.015], [-0.199, -0.111, 0.286], [-0.224, -0.175, 0.061], [-0.165, -0.085, -0.298], [0.230, 0.342, 0.231], [0.064, 0.160, -0.297], [-0.020, 0.090, 0.350], [-0.593, -0.085, -0.180], [0.400, -0.402, 0.732], [-0.387, -0.189, 0.410], [1.100, 1.021, -0.902], [-0.904, -0.308, -0.737], [0.138, -0.288, 0.648], [-0.016, -0.138, -0.161], [0.108, 0.017, 0.004], [0.034, -0.104, -0.198], [0.302, 0.037, 0.265], [0.099, 0.204, 0.194], [-0.110, 0.267, -0.011], [0.024, -0.189, -0.087], [-0.179, 0.055, -0.318]], "largest_force_ev_per_a": 8.7, "charge": -1, "homo_energy_ha": -0.190}

{"formula": "C12H25BrNO3PS", "method": "ωB97M-V with the def2-TZVPD basis set", "elements": ["C", "C", "P", "Br", "S", "C", "O", "O", "H", "H", "H", "H", "H", "H", "H", "C", "C", "C", "C", "C", "C", "N", "O", "C", "C", "C", "H", "H", "H", "H", "H", "H", "H", "H", "H", "H", "H", "H", "H", "H", "H", "H", "H", "H"], "positions_angstrom": [[5.9281, 0.7205, 2.8326], [4.6619, 0.8515, 3.2460], [3.6909, 2.3325, 3.1373], [3.0228, 3.2989, 5.4829], [2.0296, 1.8004, 1.8614], [1.1501, 0.7055, 2.9570], [2.4400, 1.0086, 0.7036], [1.2477, 3.0018, 1.6511], [6.4924, -0.1827, 3.0403], [6.4375, 1.5100, 2.2911], [4.1666, 0.0279, 3.7559], [4.4083, 3.2455, 2.3448], [0.2811, 1.2345, 3.3442], [1.7956, 0.4351, 3.7937], [0.8940, -0.1774, 2.3734], [0.4640, -0.7970, -2.4952], [-0.4058, -0.9799, -1.2387], [-0.7222, 0.3844, -0.6312], [-1.6695, 1.2740, -1.4439], [-2.6663, 0.4690, -2.2919], [-2.9538, -0.9352, -1.7709], [-1.6691, -1.6766, -1.6291], [-1.7738, -2.8692, -1.3554], [-3.8052, -1.6792, -2.8030], [-3.6945, -0.9112, -0.4282], [0.3578, -1.8254, -0.2309], [0.6920, -1.7690, -2.9335], [1.3939, -0.3044, -2.2202], [-0.0419, -0.1915, -3.2472], [-1.1307, 0.2253, 0.3694], [0.2398, 0.8843, -0.4826], [-2.1981, 1.9372, -0.7600], [-1.0930, 1.9238, -2.1021], [-3.6183, 0.9946, -2.3694], [-2.2915, 0.3761, -3.3138], [-3.2538, -1.8040, -3.7352], [-4.7046, -1.0990, -3.0033], [-4.0906, -2.6618, -2.4350], [-4.6432, -0.3946, -0.5711], [-3.1360, -0.3935, 0.3481], [-3.8911, -1.9301, -0.0972], [1.2692, -1.2787, 0.0185], [0.6217, -2.7988, -0.6358], [-0.2322, -1.9823, 0.6734]], "forces_ev_per_a": [[-0.288, 0.011, 0.218], [0.454, -0.303, -0.842], [-0.489, 0.309, 0.269], [-0.164, 0.410, 1.180], [0.855, 0.006, -0.711], [-0.115, -0.048, 0.121], [-0.531, 0.000, -0.005], [0.084, -0.353, -0.042], [-0.018, 0.074, 0.013], [-0.037, -0.040, 0.050], [0.114, 0.089, 0.076], [0.082, -0.287, -0.414], [0.027, -0.042, -0.043], [-0.022, 0.002, -0.049], [-0.094, 0.054, 0.073], [-0.298, -0.183, -0.208], [0.738, 0.276, -0.480], [-0.245, 0.155, 0.233], [0.045, -0.049, -0.062], [0.284, 0.083, -0.023], [-0.399, 0.395, -0.802], [-0.367, -0.030, 1.741], [0.128, -0.119, -0.529], [0.118, -0.138, 0.082], [0.227, -0.167, 0.097], [-0.054, -0.056, -0.012], [0.035, 0.008, -0.018], [0.013, 0.015, 0.075], [0.028, 0.031, -0.009], [0.006, -0.019, 0.006], [-0.028, -0.064, 0.012], [0.009, -0.013, 0.033], [-0.011, 0.012, -0.010], [-0.015, -0.019, 0.007], [-0.003, -0.021, -0.012], [-0.024, 0.024, -0.029], [-0.002, 0.001, 0.011], [-0.021, -0.023, -0.010], [0.000, -0.016, -0.030], [-0.008, 0.041, 0.004], [-0.019, -0.004, 0.015], [-0.032, -0.001, 0.042], [0.041, -0.004, -0.025], [-0.005, 0.004, 0.011]], "largest_force_ev_per_a": 1.8, "homo_energy_ha": -0.184}